Here is an isolated molecule of C3H4N2O from the OMol25 dataset. Energies are from ωB97M-V with the def2-TZVPD basis set.

total charge	0
SMILES	[H]/N=C/OCC#N
E_HOMO	-10.97	eV
energy above the lowest of the compared OMol25 structures with the same formula, charge and spin	34.3	kcal per mole
HOMO-LUMO gap	11.73	eV

Atoms and positions in Å:
H -1.744 -1.328 -1.786
N -0.945 -0.945 -1.289
C -1.264 -0.612 -0.114
O -0.401 -0.058 0.761
C 0.921 0.166 0.284
C 1.384 1.468 0.781
N 1.771 2.493 1.148
H -2.239 -0.710 0.368
H 0.941 0.153 -0.809
H 1.578 -0.627 0.656


Here is a cluster of 2 separate species, CH2N2OS2 in total from the OMol25 dataset. Energies are from ωB97M-V with the def2-TZVPD basis set.

total charge	0
E_HOMO	-9.05	eV
energy above the lowest of the compared OMol25 structures with the same formula, charge and spin	37.2	kcal per mole
HOMO-LUMO gap	7.73	eV

Atoms and positions in Å:
C 0.895 0.028 -0.017
N 0.970 -1.230 0.132
N 0.907 -2.339 0.298
O -1.197 2.112 -0.028
S -2.421 -0.394 -0.588
S -1.374 0.777 0.515
H 1.381 0.651 0.717
H 0.838 0.395 -1.029


Here is an isolated molecule of C27H40N2O6 from the OMol25 dataset. Energies are from ωB97M-V with the def2-TZVPD basis set.

total charge	0
SMILES	CCO[C@H]1OC(C(=O)N2CCN(Cc3ccc4c(c3)OCO4)CC2)=C[C@@H](C(C)(C)C)[C@@H]1CCCO
E_HOMO	-8.06	eV
energy above the lowest of the compared OMol25 structures with the same formula, charge and spin	2.8	kcal per mole
HOMO-LUMO gap	8.67	eV

Atoms and positions in Å:
C 3.542 -0.394 4.524
C 3.725 0.532 3.325
O 4.102 -0.158 2.142
C 3.063 -0.786 1.448
O 2.059 0.129 1.084
C 2.318 0.882 -0.039
C 1.511 2.124 -0.254
O 2.020 3.058 -0.857
N 0.242 2.190 0.211
C -0.584 1.098 0.667
C -1.555 0.689 -0.440
N -2.380 1.829 -0.801
C -3.412 1.462 -1.757
C -4.417 0.537 -1.125
C -4.757 -0.668 -1.716
C -5.691 -1.532 -1.147
C -6.261 -1.141 0.038
C -5.918 0.069 0.646
C -5.005 0.923 0.085
O -6.628 0.208 1.811
C -7.432 -0.946 1.915
O -7.194 -1.788 0.808
C -1.547 2.920 -1.272
C -0.569 3.329 -0.170
C 3.241 0.564 -0.945
C 4.080 -0.672 -0.917
C 5.597 -0.333 -1.066
C 6.461 -1.582 -0.859
C 5.840 0.163 -2.498
C 6.028 0.754 -0.084
C 3.680 -1.568 0.277
C 2.746 -2.706 -0.167
C 1.395 -2.239 -0.703
C 0.559 -3.395 -1.243
O -0.665 -2.865 -1.708
H 4.436 -0.997 4.668
H 2.693 -1.058 4.381
H 3.368 0.201 5.416
H 4.548 1.227 3.510
H 2.810 1.108 3.143
H 2.538 -1.491 2.116
H 0.027 0.253 0.966
H -1.158 1.448 1.532
H -2.205 -0.112 -0.083
H -0.984 0.308 -1.306
H -2.985 0.992 -2.660
H -3.919 2.383 -2.063
H -4.287 -0.952 -2.645
H -5.956 -2.467 -1.612
H -4.733 1.853 0.554
H -7.187 -1.484 2.846
H -8.495 -0.656 1.935
H -2.188 3.769 -1.522
H -0.972 2.638 -2.172
H 0.095 4.119 -0.523
H -1.125 3.671 0.708
H 3.356 1.237 -1.778
H 3.833 -1.239 -1.825
H 6.536 -1.848 0.192
H 7.470 -1.389 -1.217
H 6.062 -2.431 -1.411
H 6.891 0.408 -2.630
H 5.576 -0.602 -3.225
H 5.263 1.058 -2.713
H 5.486 1.677 -0.275
H 7.094 0.949 -0.188
H 5.825 0.445 0.936
H 4.572 -2.032 0.700
H 3.258 -3.285 -0.941
H 2.578 -3.377 0.680
H 1.529 -1.514 -1.506
H 0.821 -1.755 0.087
H 1.095 -3.897 -2.062
H 0.381 -4.133 -0.447
H -1.220 -3.583 -2.028